{
  "formula": "C5H5CdFO4",
  "method": "ωB97M-V/def2-TZVPD",
  "species": ["C", "H", "H", "C", "O", "Cd", "H", "O", "O", "O", "C", "C", "C", "H", "H", "F"],
  "xyz": [[0.722, -0.849, 1.609], [0.670, 0.626, 0.666], [0.629, -0.303, 2.555], [0.024, -2.064, 1.635], [-1.082, -2.338, 1.053], [-2.060, -1.965, -0.494], [0.481, -2.899, 2.191], [-0.199, 1.015, -2.450], [-1.016, 1.224, -0.479], [-1.654, -0.527, -1.698], [0.727, 1.794, -1.738], [0.331, 1.716, -0.329], [-1.103, 0.571, -1.614], [1.694, 1.961, -2.201], [1.639, -0.909, 1.011], [0.199, 2.945, 0.285]],
  "mulliken_charge": [-1.09, 0.03, 0.33, 0.40, -0.61, 1.37, 0.35, -0.27, -0.28, -0.77, -0.42, 0.48, 0.92, 0.37, 0.43, -0.25],
  "total_energy_ha": -761.52869,
  "relative_energy_kcal_mol": 62.55,
  "gap_ev": [4.19, 4.82],
  "homo_energy_ev": [-10.64, -11.25],
  "charge": 1,
  "lumo_energy_ev": [-6.447, -6.431],
  "spin_multiplicity": 2
}